The following is a quantum chemistry calculation of a molecular structure, C34H51N4OP2Pb at a distorted geometry, from the Open Molecules 2025 dataset.

Geometry as ORCA input:
```
! RIJCOSX wB97M-V def2-TZVPD def2/J DEFGRID3
* xyz 1 1
C 0.66050 -2.32921 -0.82507
C -0.11290 -0.61299 -2.21359
C 0.77255 -3.21948 -1.89120
C 0.18547 -1.41584 -3.35323
C 0.62130 -2.71562 -3.18801
H 1.03297 -4.25349 -1.68490
H -0.04298 -1.01060 -4.34264
H 0.80064 -3.35519 -4.05211
N 0.39342 -1.03142 -1.00239
P 1.66811 -1.63807 1.69134
P -1.53024 1.93281 -1.59411
C 0.78580 -2.83256 0.61987
H -0.22437 -2.96940 1.05106
H 1.27514 -3.82019 0.65276
C -0.22994 2.57772 2.89455
O -0.94509 3.23629 3.49220
C -1.04418 0.45435 -2.39351
H -1.30094 0.53512 -3.46336
C -3.38367 1.99574 -2.19018
C -0.50560 3.58132 -2.09667
C 1.11187 -2.09587 3.43825
C 3.47343 -2.00509 1.23097
C -4.20399 2.31114 -0.92677
H -3.96461 3.30252 -0.52334
H -5.27447 2.29362 -1.17798
H -4.02469 1.57145 -0.13907
C -3.63660 3.04592 -3.27568
H -3.40833 4.06708 -2.95572
H -3.08337 2.81413 -4.19363
H -4.70557 3.01807 -3.53906
C -3.85606 0.65347 -2.76842
H -4.94590 0.70593 -2.92644
H -3.39166 0.42392 -3.73506
H -3.65453 -0.17506 -2.08686
C -1.20713 4.78090 -1.43083
H -1.19291 4.68342 -0.33574
H -0.67742 5.71134 -1.69043
H -2.25215 4.90170 -1.74206
C 0.92999 3.47472 -1.55860
H 0.97057 3.41189 -0.46082
H 1.46224 2.61243 -1.98555
H 1.49467 4.37960 -1.84271
C -0.43482 3.69640 -3.61886
H -1.40848 3.86936 -4.08538
H 0.20754 4.54884 -3.88793
H 0.01274 2.79267 -4.05234
C 4.38837 -1.41773 2.31215
H 5.43139 -1.54370 1.98692
H 4.21248 -0.34145 2.45110
H 4.28135 -1.92542 3.27923
C 3.75399 -1.28428 -0.09891
H 3.14011 -1.67118 -0.92223
H 3.59273 -0.20009 -0.01735
H 4.81002 -1.44449 -0.36457
C 3.73570 -3.50662 1.03517
H 4.81584 -3.63980 0.86988
H 3.45416 -4.11027 1.90730
H 3.22772 -3.90263 0.14533
C -0.43143 -2.15785 3.51148
H -0.83814 -3.04472 3.00364
H -0.72199 -2.23019 4.57250
H -0.91464 -1.26003 3.09179
C 1.61602 -0.99210 4.38571
H 1.17004 -0.01292 4.14838
H 1.32518 -1.25889 5.41215
H 2.70910 -0.89099 4.35499
C 1.70593 -3.45720 3.82325
H 1.40677 -4.25710 3.12920
H 2.80211 -3.42715 3.89515
H 1.32098 -3.72180 4.82056
Pb 0.77405 0.82416 0.90662
N -1.54130 0.33788 0.50149
C -2.23520 -0.38370 -0.18262
C -3.24346 -1.41860 -0.04271
C -3.84741 -1.38246 1.21804
C -3.65831 -2.38163 -0.99943
C -4.95605 -2.17893 1.49932
H -3.44064 -0.70254 1.97464
C -4.77104 -3.18376 -0.70519
H -3.11441 -2.49408 -1.94617
C -5.42326 -3.07577 0.53077
H -5.44458 -2.08583 2.47012
H -5.14589 -3.89553 -1.44671
H -6.30098 -3.69068 0.75023
N 4.68815 3.26859 1.78347
C 5.12487 3.21280 0.46270
C 4.21215 2.43707 -0.19366
N 3.24809 2.01129 0.70763
C 3.55823 2.53677 1.88953
H 5.12240 3.76400 2.55009
H 6.00843 3.70126 0.10894
H 4.17262 2.14771 -1.23234
H 3.00344 2.42675 2.82169
*
```

Values from the calculation:
frontier orbital gap: 5.8 eV
LUMO: -2.93 eV
max |F|: 5.24 eV/Å
E: -2495.662423 Ha
E_HOMO: -8.7 eV

Atom charges from the Löwdin analysis, given in e for atoms 1 to 2: number 1, C, carries -0.377; number 2, C, carries -0.350